(1)
Computed, not measured: a molecular structure, C32H49GeN3O4S2Si3W, with wB97M-V/def2-TZVPD.

Structure (XYZ):
```
95
Properties=species:S:1:pos:R:3:forces:R:3:mulliken_charge:R:1
W -0.219 -1.135 0.025 -0.064 -0.899 0.314 0.65
C -1.650 -2.080 3.446 -0.008 0.016 -0.019 -1.10
N -0.268 -1.969 2.931 -0.009 0.061 -0.074 1.26
C 0.521 -1.123 3.817 0.005 -0.015 0.073 -0.77
C -0.071 0.269 3.928 0.011 -0.031 0.031 -1.91
N -0.290 0.888 2.616 0.093 0.029 0.006 2.23
C 0.808 1.788 2.268 0.028 0.006 0.004 -0.79
C -1.560 1.548 2.566 -0.159 -0.006 -0.054 -2.78
C -1.898 2.495 3.531 0.009 0.017 -0.014 -0.04
C -3.147 3.087 3.553 -0.011 0.017 0.008 -1.01
C -4.095 2.728 2.602 -0.007 -0.015 0.012 -0.50
C -3.776 1.796 1.636 0.062 -0.002 0.057 -1.49
C -2.505 1.211 1.598 0.012 -0.018 0.020 2.73
S -2.300 -0.013 0.350 -0.213 0.165 -0.342 -0.44
C 0.309 -3.251 2.670 0.065 0.006 -0.041 -0.42
C 1.350 -3.785 3.422 0.039 -0.042 0.023 -0.37
C 1.877 -5.037 3.118 -0.032 0.026 -0.002 -0.89
C 1.349 -5.773 2.072 0.002 0.020 -0.007 -0.86
C 0.323 -5.239 1.302 0.019 -0.047 -0.031 -0.67
C -0.185 -3.975 1.570 -0.039 0.089 0.004 0.68
S -1.406 -3.265 0.508 -0.151 -0.084 -0.054 -0.38
H -1.633 -2.260 4.527 -0.012 0.001 0.002 0.33
H -2.168 -2.897 2.960 0.005 -0.026 -0.032 0.56
H -2.204 -1.167 3.236 -0.001 0.002 0.004 0.14
H 1.546 -1.078 3.449 -0.008 0.006 0.012 0.17
H 0.565 -1.544 4.832 0.004 0.020 -0.021 0.62
H 0.590 0.883 4.552 -0.007 -0.018 0.003 0.30
H -1.022 0.207 4.455 0.022 0.010 -0.002 0.70
H 0.816 2.697 2.882 -0.018 -0.026 0.003 0.63
H 0.731 2.075 1.220 0.027 -0.014 0.013 -0.80
H 1.754 1.271 2.412 0.024 -0.019 -0.016 0.34
H -1.163 2.761 4.282 -0.003 0.008 0.011 0.43
H -3.385 3.818 4.314 -0.002 0.007 0.004 0.45
H -5.082 3.170 2.618 -0.001 0.009 0.004 0.44
H -4.508 1.503 0.895 -0.007 -0.004 -0.011 0.47
H 1.745 -3.245 4.272 0.001 -0.012 -0.011 0.46
H 2.679 -5.440 3.721 0.005 0.004 0.009 0.44
H 1.735 -6.759 1.847 -0.002 -0.009 -0.004 0.47
H -0.083 -5.793 0.465 0.006 -0.010 -0.004 0.55
O 3.592 -1.536 1.784 -0.192 0.014 -0.068 -0.56
C 2.511 -1.646 1.055 -0.185 -0.015 -0.250 -0.38
O 1.591 -0.796 1.059 0.696 -0.010 0.149 0.40
C 2.398 -2.761 0.111 -0.005 0.314 0.254 -0.14
C 3.277 -3.792 -0.155 -0.149 -0.150 -0.256 -0.36
C 2.946 -4.644 -1.215 -0.011 0.228 0.206 -0.99
C 1.799 -4.409 -1.964 -0.132 0.111 -0.019 -0.82
C 0.977 -3.344 -1.618 0.177 -0.130 0.023 0.87
N 1.275 -2.573 -0.586 0.036 0.018 -0.190 1.01
C -0.237 -2.845 -2.357 0.107 0.017 0.168 -0.85
O -0.691 -3.396 -3.313 -0.116 -0.172 -0.240 -0.60
O -0.650 -1.675 -1.872 0.000 0.193 0.565 -0.31
H 3.566 -0.721 2.310 0.003 0.033 0.020 0.51
H 4.179 -3.918 0.425 0.022 -0.001 0.012 0.61
H 3.598 -5.469 -1.463 0.010 -0.026 -0.016 0.52
H 1.528 -5.018 -2.815 0.024 -0.024 -0.016 0.64
C 3.238 1.531 -0.650 -0.042 0.045 0.021 -0.97
Si 2.044 1.122 -2.047 0.087 -0.017 -0.006 0.38
C 2.261 2.416 -3.387 -0.099 -0.030 -0.001 -1.22
C 2.527 -0.545 -2.776 -0.008 -0.002 0.027 -0.75
Ge -0.321 1.258 -1.438 -0.029 0.243 -0.160 0.29
Si -0.989 3.533 -0.909 0.045 0.127 0.052 1.19
C -0.443 4.372 0.675 -0.028 -0.045 0.031 -1.07
C -2.853 3.679 -1.035 -0.060 -0.117 -0.026 -0.86
C -0.223 4.603 -2.249 0.037 -0.037 -0.072 -1.39
Si -1.591 0.797 -3.479 0.115 0.045 0.001 0.98
C -0.641 -0.229 -4.723 0.021 -0.033 0.052 -0.98
C -3.220 0.000 -3.051 -0.058 -0.024 0.037 -0.98
C -1.918 2.422 -4.368 -0.010 0.016 0.058 -1.22
H 4.131 1.996 -1.074 0.030 -0.011 -0.018 0.56
H 3.561 0.639 -0.112 -0.011 -0.002 0.028 0.15
H 2.814 2.234 0.068 0.009 0.015 0.006 0.18
H 3.236 2.275 -3.859 0.042 -0.030 0.001 0.48
H 2.230 3.423 -2.978 -0.018 0.068 0.001 0.29
H 1.500 2.341 -4.165 -0.011 0.010 -0.022 0.23
H 3.303 -0.390 -3.529 0.003 0.045 -0.014 0.66
H 1.689 -1.040 -3.266 -0.008 -0.018 -0.032 0.03
H 2.946 -1.216 -2.025 -0.013 -0.002 -0.006 0.06
H -0.903 3.971 1.577 0.001 0.014 -0.020 0.20
H -0.758 5.415 0.575 -0.007 0.032 0.018 0.50
H 0.642 4.373 0.796 0.014 0.003 0.007 0.32
H -3.336 3.503 -0.076 0.035 0.027 -0.006 0.14
H -3.285 2.987 -1.759 -0.027 0.017 0.015 0.11
H -3.100 4.695 -1.351 -0.011 0.023 -0.021 0.56
H 0.807 4.864 -2.004 0.045 -0.012 0.020 0.29
H -0.793 5.535 -2.281 -0.011 0.026 -0.003 0.42
H -0.243 4.170 -3.245 0.024 0.013 -0.031 0.32
H -0.566 -1.277 -4.442 0.009 -0.011 -0.026 0.17
H 0.360 0.167 -4.904 0.036 0.019 -0.016 0.20
H -1.181 -0.183 -5.672 -0.014 0.010 -0.018 0.50
H -3.077 -0.971 -2.576 -0.021 0.012 0.000 0.14
H -3.787 -0.152 -3.971 -0.022 -0.006 -0.025 0.48
H -3.815 0.628 -2.386 -0.009 -0.019 -0.001 0.23
H -1.006 2.825 -4.812 0.015 0.003 -0.016 0.30
H -2.372 3.200 -3.757 -0.005 -0.003 -0.020 0.30
H -2.605 2.204 -5.190 -0.020 -0.011 -0.032 0.41
```
Forces are in eV/Å.

Properties
- Relative energy (zero: lowest compared OMol25 entry of this formula, charge and spin): 96.25 kJ/mol
- E_LUMO (spin up / spin down): -4.105 / -4.437 eV
- <S²>: 3.778
- Total charge: +1
- Kohn-Sham gap (spin up / spin down): 0.201 / 0.222 Eh
- Spin multiplicity: 4

---

(2)
Computed, not measured: a molecular structure, C32H50ClO2OsP in a non-equilibrium geometry, with wB97M-V/def2-TZVPD.

Structure (XYZ):
```
87
Properties=species:S:1:pos:R:3:forces:R:3:mulliken_charge:R:1
Os -0.801 -1.159 1.532 4.187 3.241 1.150 1.73
P -0.533 -0.198 -0.862 -0.845 0.365 -2.765 -0.36
Cl -0.705 -3.145 0.422 -0.401 -1.429 -0.120 -0.50
C 2.527 0.990 -0.216 -0.638 -5.996 -0.682 -0.83
H 2.724 0.636 -1.186 0.747 0.129 -0.707 0.68
H 2.134 0.150 0.481 0.419 1.178 -1.164 0.56
C -2.361 -0.667 -0.757 0.221 0.005 -0.771 -0.62
C 0.248 -1.258 -2.280 -0.207 -0.052 0.679 -0.16
C -3.413 -0.169 -1.764 -0.034 -0.156 0.257 -0.78
H -2.337 -1.765 -0.845 -0.092 0.335 0.144 0.95
C -4.738 -0.877 -1.449 -0.073 -0.091 -0.048 -0.84
H -3.528 0.922 -1.692 -0.082 -0.286 -0.012 0.28
H -3.103 -0.398 -2.791 -0.122 0.008 0.268 0.15
C -5.197 -0.723 0.010 -0.276 0.197 -0.274 -0.82
H -5.520 -0.503 -2.119 0.036 -0.106 0.078 0.42
H -4.612 -1.947 -1.666 -0.016 0.130 -0.015 0.37
C -4.114 -1.020 1.017 0.542 0.227 0.061 -0.72
H -5.553 0.301 0.170 -0.003 -0.015 -0.037 0.30
H -6.041 -1.386 0.206 -0.126 0.072 -0.107 0.44
C -2.801 -0.286 0.669 -0.744 -0.563 -0.843 0.54
H -4.396 -0.714 2.030 -0.252 -0.152 -0.091 0.47
H -3.867 -2.090 1.055 -0.141 0.101 -0.057 0.32
H -2.926 0.810 0.719 0.214 -0.442 0.258 0.22
H -2.325 -0.618 1.735 -0.699 0.507 0.355 -0.57
C -0.573 1.550 -1.787 0.492 -0.384 0.513 0.62
C 1.431 -0.602 -3.017 0.009 0.076 -0.005 0.10
H 0.634 -2.110 -1.692 -0.011 0.159 -0.288 0.96
C 2.171 -1.604 -3.906 -0.135 -0.199 0.152 -0.88
H 1.089 0.244 -3.635 0.254 -0.332 0.259 0.18
H 2.156 -0.218 -2.309 -0.195 -0.088 -0.223 -0.79
C 1.240 -2.269 -4.921 0.024 0.190 0.018 -0.74
H 2.995 -1.090 -4.416 -0.128 -0.119 0.049 0.42
H 2.626 -2.367 -3.259 -0.081 0.070 -0.108 0.37
C -0.057 -2.787 -4.281 0.117 -0.225 0.184 -1.03
H 1.000 -1.540 -5.708 -0.014 -0.100 0.098 0.32
H 1.775 -3.099 -5.400 -0.208 0.146 -0.036 0.38
C -0.743 -1.802 -3.318 -0.059 0.093 -0.198 -0.43
H -0.759 -3.065 -5.075 0.034 -0.043 0.132 0.39
H 0.173 -3.704 -3.720 -0.045 0.101 -0.069 0.38
H -1.159 -0.967 -3.903 0.054 -0.260 0.161 0.06
H -1.586 -2.304 -2.826 0.163 0.036 -0.125 0.29
C -1.343 2.619 -1.011 -0.136 0.347 0.123 -0.66
H 0.507 1.783 -1.756 -0.254 0.178 -0.086 0.45
C -1.180 4.035 -1.605 0.120 -0.142 0.018 -0.93
H -2.411 2.358 -1.010 0.198 0.108 0.026 0.17
H -1.032 2.653 0.037 -0.099 0.064 -0.153 0.20
C -1.539 4.116 -3.091 -0.093 -0.135 0.026 -0.77
H -1.806 4.735 -1.035 0.156 -0.100 -0.074 0.41
H -0.138 4.359 -1.472 -0.115 -0.093 0.019 0.34
C -0.892 2.987 -3.904 0.221 0.173 0.208 -1.15
H -2.631 4.076 -3.208 0.124 -0.078 0.042 0.33
H -1.220 5.085 -3.494 -0.104 -0.136 0.054 0.41
C -1.048 1.599 -3.258 -0.371 -0.320 -0.148 -0.43
H -1.328 2.973 -4.914 0.134 -0.092 0.211 0.40
H 0.177 3.208 -4.030 -0.106 -0.061 0.049 0.39
H -2.110 1.321 -3.299 0.252 0.131 0.014 0.11
H -0.526 0.874 -3.890 -0.225 0.285 0.253 0.00
C -0.177 0.698 1.862 0.592 0.398 1.091 0.95
C 2.606 2.208 0.333 -0.500 0.943 2.534 -0.01
H -0.176 1.480 1.083 0.019 -0.621 0.248 -1.29
C 3.272 2.199 1.654 0.765 1.112 0.892 -0.98
H 1.620 2.572 0.389 -1.498 1.719 0.110 0.12
C 2.942 1.592 3.037 -1.242 -0.457 1.296 -0.33
H 4.257 1.834 1.505 1.324 0.084 -0.349 0.33
H 3.251 3.245 1.824 0.872 1.403 0.883 0.40
C 1.595 1.961 3.679 1.246 1.440 0.523 -1.09
H 3.041 0.528 3.184 0.040 -0.769 -0.936 0.16
H 3.699 1.915 3.779 -0.082 0.449 -0.779 0.42
C 0.328 1.376 3.224 -2.833 -3.418 -2.225 -0.62
H 1.576 1.789 4.767 0.610 -0.282 -0.280 0.40
H 1.493 3.046 3.664 0.101 0.302 -0.357 0.52
H -0.046 0.578 3.867 0.266 0.460 0.692 0.31
H -0.445 2.121 3.125 -0.560 0.698 0.616 0.34
O 2.533 -2.275 1.836 -1.350 0.620 1.034 -0.67
C 1.878 -2.067 2.860 0.223 -0.492 0.037 0.40
O 0.617 -1.648 2.996 0.792 -0.389 -1.250 -0.66
C 2.483 -2.346 4.240 -0.244 0.214 -0.025 0.44
C 1.968 -1.646 5.339 0.300 -0.256 0.344 0.00
C 2.458 -1.898 6.627 0.033 -0.106 -0.669 -0.76
C 3.447 -2.865 6.810 0.095 -0.105 0.241 -0.37
C 3.964 -3.567 5.718 -0.440 0.395 -0.571 -0.58
C 3.497 -3.298 4.420 -0.312 0.515 0.545 -0.39
H 1.177 -0.911 5.180 0.256 -0.289 0.063 0.25
H 2.049 -1.346 7.466 0.091 -0.072 0.021 0.40
H 3.820 -3.082 7.823 -0.194 0.113 -0.551 0.34
H 4.721 -4.325 5.857 0.060 0.002 0.081 0.40
H 3.897 -3.797 3.545 -0.017 -0.066 0.088 0.46
```
Forces are in eV/Å.

Properties
- E_LUMO (spin up / spin down): -0.119 / -0.828 eV
- <S²>: 6.123
- Kohn-Sham gap (spin up / spin down): 0.254 / 0.262 Eh
- Spin multiplicity: 5